Entry 1:
{"formula": "C20H38Cl30FNO3", "method": "ωB97M-V with the def2-TZVPD basis set", "elements": ["C", "C", "C", "N", "O", "C", "O", "O", "C", "F", "H", "H", "H", "H", "H", "H", "H", "H", "C", "Cl", "Cl", "H", "H", "C", "Cl", "Cl", "H", "H", "C", "Cl", "Cl", "H", "H", "C", "Cl", "Cl", "H", "H", "C", "Cl", "Cl", "H", "H", "C", "Cl", "Cl", "H", "H", "C", "Cl", "Cl", "H", "H", "C", "Cl", "Cl", "H", "H", "C", "Cl", "Cl", "H", "H", "C", "Cl", "Cl", "H", "H", "C", "Cl", "Cl", "H", "H", "C", "Cl", "Cl", "H", "H", "C", "Cl", "Cl", "H", "H", "C", "Cl", "Cl", "H", "H", "C", "Cl", "Cl", "H", "H"], "xyz": [[2.295, 2.009, -1.558], [1.040, 2.884, -1.480], [-0.064, 2.253, -0.648], [0.233, 1.886, 0.718], [-1.303, 2.974, -0.526], [-2.274, 2.008, -0.392], [-3.374, 2.177, -0.206], [-1.698, 0.741, -0.561], [-0.671, 1.055, -1.472], [-1.381, 1.624, -2.511], [2.546, 1.597, -0.581], [2.137, 1.157, -2.226], [3.132, 2.560, -1.973], [1.274, 3.882, -1.101], [0.676, 3.038, -2.498], [1.210, 1.664, 0.861], [-0.048, 2.676, 1.286], [-0.014, 0.256, -1.788], [-2.505, -1.550, -4.031], [-2.349, -3.251, -4.489], [-1.094, -0.619, -4.545], [-3.389, -1.138, -4.504], [-2.597, -1.485, -2.952], [1.479, -1.241, 2.102], [1.572, -2.873, 1.411], [2.862, -0.249, 1.602], [0.562, -0.766, 1.764], [1.486, -1.313, 3.180], [-1.584, -2.224, -7.917], [-1.425, -3.928, -8.364], [-0.175, -1.285, -8.425], [-2.467, -1.817, -8.397], [-1.681, -2.154, -6.839], [2.882, -3.120, 6.105], [2.397, -3.171, 4.403], [2.298, -1.651, 6.900], [2.462, -3.982, 6.612], [3.961, -3.139, 6.163], [0.764, -3.999, -3.641], [2.174, -3.528, -4.600], [0.563, -2.956, -2.225], [-0.122, -3.920, -4.261], [0.897, -5.021, -3.309], [-4.278, 2.756, 3.262], [-4.293, 4.414, 3.885], [-3.479, 1.652, 4.386], [-5.301, 2.428, 3.116], [-3.746, 2.743, 2.317], [1.631, -7.343, -5.992], [1.297, -8.887, -6.789], [0.690, -7.160, -4.501], [2.686, -7.292, -5.748], [1.366, -6.539, -6.669], [-2.897, 6.926, 5.941], [-1.982, 8.014, 6.991], [-3.789, 7.823, 4.700], [-2.206, 6.247, 5.452], [-3.601, 6.371, 6.556], [-5.770, 4.578, 7.318], [-4.680, 5.345, 8.484], [-6.350, 3.014, 7.899], [-6.622, 5.229, 7.158], [-5.235, 4.426, 6.388], [6.773, -3.349, 3.871], [5.592, -4.388, 4.669], [6.840, -1.758, 4.637], [7.752, -3.813, 3.915], [6.468, -3.216, 2.839], [-1.995, -9.546, -5.574], [-2.897, -9.247, -7.063], [-2.648, -10.921, -4.674], [-0.960, -9.747, -5.824], [-2.058, -8.659, -4.954], [7.130, 1.714, 3.279], [6.433, 1.558, 1.659], [6.538, 3.156, 4.109], [6.848, 0.838, 3.852], [8.209, 1.776, 3.194], [-1.280, 11.153, 4.694], [-0.304, 10.675, 3.299], [-0.395, 12.254, 5.758], [-2.175, 11.652, 4.341], [-1.546, 10.264, 5.256], [-5.840, -6.672, -6.000], [-7.255, -6.455, -4.964], [-4.408, -5.891, -5.319], [-5.641, -7.733, -6.104], [-6.046, -6.233, -6.970], [4.688, 4.365, -0.186], [3.296, 4.144, 0.878], [4.202, 4.462, -1.885], [5.191, 5.286, 0.086], [5.359, 3.523, -0.062]], "homo_energy_ev": -10.144, "charge": 0, "energy_ev": -407379.0850, "molar_mass_g_mol": 1423.12, "homo_lumo_gap_ev": 10.4}

Entry 2:
{"formula": "C20H38NOSbSe2Te2W", "method": "ωB97M-V with the def2-TZVPD basis set", "elements": ["W", "Se", "Te", "Te", "Se", "O", "C", "C", "C", "C", "C", "C", "C", "C", "N", "H", "H", "H", "H", "H", "H", "H", "H", "H", "H", "H", "C", "C", "C", "C", "Sb", "C", "C", "C", "C", "C", "C", "C", "C", "H", "H", "H", "H", "H", "H", "H", "H", "H", "H", "H", "H", "H", "H", "H", "H", "H", "H", "H", "H", "H", "H", "H", "H", "H", "H", "H"], "xyz": [[0.312, 1.736, -0.618], [2.600, 1.663, -1.358], [3.663, 3.961, -1.743], [1.600, 4.879, -3.209], [-0.167, 3.988, -1.686], [-2.160, 2.004, -0.738], [-2.734, 3.016, 0.143], [-2.982, 2.408, 1.515], [-1.775, 1.600, 2.005], [-0.501, 2.341, 2.298], [-0.326, 2.920, 3.546], [0.913, 3.394, 3.939], [1.968, 3.243, 3.043], [1.732, 2.707, 1.803], [0.513, 2.264, 1.382], [-2.639, 2.083, -1.578], [-3.673, 3.375, -0.280], [-2.037, 3.866, 0.201], [-3.832, 1.729, 1.449], [-3.243, 3.196, 2.218], [-1.550, 0.826, 1.254], [-2.082, 1.108, 2.930], [-1.167, 2.964, 4.218], [1.064, 3.828, 4.912], [2.967, 3.547, 3.300], [2.562, 2.610, 1.107], [-1.417, -3.590, 0.047], [-1.442, -2.136, 0.460], [-1.266, -2.009, 1.970], [-2.740, -1.488, -0.008], [0.299, -0.964, -0.519], [2.340, -1.946, 0.191], [3.286, -2.030, -0.980], [2.831, -0.978, 1.247], [2.064, -3.313, 0.767], [-0.016, -0.953, -2.800], [1.311, -1.000, -3.533], [-0.910, -2.076, -3.301], [-0.697, 0.403, -2.992], [-2.286, -4.095, 0.464], [-0.531, -4.088, 0.419], [-1.456, -3.705, -1.030], [-2.228, -2.157, 2.460], [-0.882, -1.034, 2.275], [-0.588, -2.771, 2.346], [-3.549, -1.848, 0.625], [-2.979, -1.795, -1.023], [-2.730, -0.397, 0.054], [3.468, -1.052, -1.429], [2.926, -2.734, -1.726], [4.245, -2.401, -0.624], [3.081, -0.011, 0.804], [3.742, -1.382, 1.687], [2.101, -0.840, 2.049], [1.651, -3.979, 0.015], [1.402, -3.262, 1.625], [3.003, -3.748, 1.104], [1.749, -1.993, -3.473], [2.025, -0.267, -3.150], [1.141, -0.783, -4.587], [-0.442, -3.042, -3.120], [-1.061, -1.979, -4.376], [-1.890, -2.065, -2.831], [-0.087, 1.246, -2.537], [-1.706, 0.387, -2.566], [-0.794, 0.620, -4.059]], "homo_energy_ev": [-12.946, -12.936], "charge": 2, "energy_ev": -178521.0278, "molar_mass_g_mol": 1027.25, "homo_lumo_gap_ev": [5.2, 5.0]}

Entry 3:
{"formula": "C20H39F6N3O3P2S", "method": "ωB97M-V with the def2-TZVPD basis set", "elements": ["C", "C", "C", "C", "C", "C", "C", "N", "C", "C", "C", "C", "C", "C", "C", "C", "C", "S", "C", "N", "N", "C", "O", "C", "P", "O", "O", "C", "H", "H", "H", "H", "H", "H", "H", "H", "H", "H", "H", "H", "H", "H", "H", "H", "H", "H", "H", "H", "H", "H", "H", "H", "H", "H", "H", "H", "H", "H", "H", "H", "H", "H", "H", "H", "H", "H", "H", "F", "P", "F", "F", "F", "F", "F"], "xyz": [[0.055, 3.795, -1.219], [-1.417, 4.306, -1.763], [-2.542, 4.397, -0.531], [-4.054, 4.512, -1.158], [-4.958, 3.149, -1.046], [-5.083, 2.517, 0.461], [-5.141, 0.858, 0.251], [-3.789, 0.303, -0.226], [-2.580, 0.492, 0.678], [-1.807, -0.959, 0.967], [-0.204, -0.826, 1.289], [0.172, 0.622, 2.025], [1.713, 0.536, 2.636], [2.815, 0.818, 1.425], [3.792, -0.509, 1.318], [5.091, -0.287, 0.340], [6.317, -1.251, 0.930], [7.533, -0.037, 1.753], [8.533, 0.624, 0.312], [7.999, 0.311, -1.081], [8.925, 0.883, -1.944], [10.038, 1.553, -1.111], [9.785, 1.397, 0.354], [-2.269, -1.733, -0.432], [-1.919, -3.617, -0.546], [-3.109, -4.453, -1.513], [-0.393, -3.887, -1.412], [-3.862, -1.227, -0.403], [-0.032, 2.642, -1.024], [0.384, 4.337, -0.219], [0.918, 3.937, -2.023], [-1.837, 3.545, -2.573], [-1.255, 5.356, -2.267], [-2.401, 3.557, 0.272], [-2.315, 5.434, 0.004], [-4.614, 5.480, -0.752], [-3.910, 4.717, -2.325], [-4.616, 2.315, -1.829], [-6.065, 3.447, -1.376], [-6.102, 2.876, 0.967], [-4.233, 2.835, 1.206], [-5.463, 0.287, 1.221], [-5.997, 0.694, -0.563], [-3.432, 0.612, -1.158], [-3.111, 0.756, 1.714], [-1.948, 1.342, 0.167], [-2.311, -1.636, 1.780], [0.095, -1.682, 2.061], [0.462, -0.892, 0.304], [-0.628, 0.925, 2.830], [0.197, 1.456, 1.184], [1.851, -0.594, 2.989], [1.911, 1.282, 3.516], [2.231, 0.984, 0.398], [3.525, 1.730, 1.673], [3.189, -1.469, 1.016], [4.202, -0.702, 2.421], [4.885, -0.676, -0.751], [5.490, 0.837, 0.329], [5.956, -1.998, 1.759], [6.833, -1.896, 0.077], [10.997, 2.107, -1.500], [-1.635, -1.325, -1.352], [-3.167, -4.040, -2.430], [-0.476, -3.407, -2.309], [-4.220, -1.589, -1.469], [-4.580, -1.728, 0.388], [-2.505, -6.973, 0.322], [-1.202, -7.449, -0.387], [-0.177, -6.995, -1.470], [-0.037, -8.210, 0.314], [-1.702, -8.912, -0.197], [-0.801, -6.190, 0.440], [-1.990, -7.416, -1.731]], "homo_energy_ev": -8.371, "charge": 0, "energy_ev": -77690.0128, "molar_mass_g_mol": 577.55, "homo_lumo_gap_ev": 7.2}

Entry 4:
{"formula": "C20H39NO3PPdSi2Te", "method": "ωB97M-V with the def2-TZVPD basis set", "elements": ["Pd", "C", "P", "C", "C", "H", "H", "H", "H", "H", "H", "H", "H", "H", "O", "C", "N", "C", "O", "C", "C", "C", "C", "C", "C", "H", "H", "H", "H", "C", "Si", "C", "C", "C", "Te", "C", "Si", "C", "C", "C", "H", "H", "H", "H", "H", "H", "H", "H", "H", "H", "H", "H", "H", "H", "H", "H", "H", "H", "H", "H", "H", "H", "C", "O", "H", "H", "H", "H"], "xyz": [[-0.028, -0.051, 0.121], [3.457, 0.634, 1.202], [2.451, 0.024, -0.188], [2.804, -1.785, -0.075], [3.422, 0.388, -1.687], [4.409, 0.104, 1.197], [2.947, 0.450, 2.147], [3.623, 1.703, 1.088], [3.878, -1.974, -0.073], [2.362, -2.279, -0.940], [2.372, -2.200, 0.836], [4.316, -0.234, -1.670], [3.688, 1.440, -1.705], [2.837, 0.154, -2.576], [2.164, 2.486, -0.333], [0.992, 2.793, -0.468], [-0.052, 1.910, -0.573], [-1.244, 2.588, -0.447], [-2.318, 2.035, -0.256], [-0.959, 4.048, -0.491], [-1.784, 5.149, -0.436], [-1.174, 6.402, -0.389], [0.208, 6.530, -0.393], [1.037, 5.409, -0.440], [0.428, 4.177, -0.489], [-2.861, 5.042, -0.424], [-1.787, 7.291, -0.336], [0.647, 7.518, -0.359], [2.115, 5.506, -0.434], [2.948, -5.030, 1.569], [1.093, -5.339, 1.482], [0.615, -6.978, 0.698], [0.314, -5.188, 3.190], [0.359, -3.991, 0.320], [-0.370, -2.254, 1.331], [-2.398, -2.871, 1.186], [-3.186, -2.790, -0.566], [-2.573, -1.316, -1.567], [-5.036, -2.684, -0.247], [-2.778, -4.358, -1.536], [3.471, -5.897, 1.977], [3.175, -4.181, 2.217], [3.375, -4.827, 0.585], [0.949, -7.816, 1.313], [1.055, -7.100, -0.294], [-0.469, -7.057, 0.596], [0.753, -5.908, 3.884], [-0.761, -5.381, 3.156], [0.463, -4.193, 3.610], [-0.482, -4.395, -0.243], [1.116, -3.670, -0.393], [-2.953, -2.240, 1.878], [-2.406, -3.894, 1.563], [-3.165, -0.419, -1.392], [-2.644, -1.546, -2.632], [-1.518, -1.072, -1.372], [-5.347, -1.681, 0.053], [-5.346, -3.382, 0.532], [-5.590, -2.940, -1.153], [-1.823, -4.294, -2.061], [-3.549, -4.490, -2.300], [-2.776, -5.258, -0.919], [-2.428, 1.041, 2.845], [-1.946, 0.250, 1.752], [-2.267, 0.474, 3.759], [-3.494, 1.237, 2.730], [-1.896, 1.992, 2.916], [-2.276, 0.687, 0.941]], "homo_energy_ev": -11.412, "charge": 1, "energy_ev": -64819.7375, "molar_mass_g_mol": 662.70, "homo_lumo_gap_ev": 7.0}